[1]
Formula: C9H6FNO
Source: the OMol25 dataset
Level of theory: ωB97M-V with the def2-TZVPD basis set

Calculated values
- molecular weight (g mol⁻¹) = 163.151
- highest occupied orbital energy (alpha / beta) (eV) = -7.530 / -8.077
- gap between HOMO and LUMO (alpha / beta) (eV) = 7.00 / 7.11
- multiplicity = 1

CARTESIAN COORDINATES (ANGSTROEM)
C: -1.48235 1.46078 0.56764
C: -1.55178 1.60309 -0.80660
C: -0.56425 0.66520 1.17224
C: -0.79232 0.81525 -1.59674
C: 1.33330 -0.95622 0.68389
C: 0.39075 -0.03428 0.34159
C: 0.14690 -0.06193 -1.01861
C: 0.61766 -1.05022 -3.14082
C: 1.62499 -1.26284 3.22267
N: 0.78761 -0.88656 -1.95965
O: 0.68123 -1.36626 -4.25728
F: 0.55374 -1.36384 3.93752
H: -2.28247 2.04144 1.09120
H: -2.42117 2.21180 -1.38302
H: -0.57978 0.58507 2.18896
H: -0.95971 0.87026 -2.73865
H: 2.21690 -1.13589 0.17700
H: 2.28075 -2.13487 3.51865

---

[2]
Formula: C13H52N26O13
Source: the OMol25 dataset
Level of theory: ωB97M-V with the def2-TZVPD basis set

Calculated values
- molecular weight (g mol⁻¹) = 780.728
- highest occupied orbital energy (eV) = -8.485
- gap between HOMO and LUMO (eV) = 8.35
- multiplicity = 1

CARTESIAN COORDINATES (ANGSTROEM)
C: 4.45636 -2.70480 1.30066
O: 3.91742 -3.67735 0.82521
N: 3.92368 -1.76965 2.06485
N: 5.70938 -2.32981 1.17764
H: 4.42778 -0.94921 2.36958
H: 2.97249 -1.88512 2.38424
H: 6.26443 -3.08194 0.79511
H: 6.04117 -1.45078 1.54819
C: 3.31155 -1.25270 -2.79775
O: 3.96699 -1.29340 -3.85356
N: 3.88360 -0.64584 -1.78616
N: 2.12227 -1.80761 -2.68584
H: 3.60782 -0.83915 -0.83395
H: 4.76578 -0.19164 -1.97472
H: 1.54174 -1.50354 -1.91731
H: 1.70597 -2.31923 -3.45072
C: 0.80455 -2.69315 3.05956
O: 1.71819 -2.13955 3.59052
N: 0.99569 -3.32573 1.91380
N: -0.38194 -2.65734 3.46365
H: 1.95354 -3.40964 1.60463
H: 0.32337 -3.90310 1.42931
H: -0.99399 -3.23684 2.90717
H: -0.66898 -2.24644 4.34050
C: 0.19886 -0.14284 0.08789
O: 1.08933 -0.75116 -0.36997
N: -0.03735 0.17504 1.28693
N: -0.78853 0.34733 -0.68317
H: -0.87950 0.69772 1.48110
H: 0.61228 -0.11992 2.00181
H: -1.61975 0.79275 -0.32155
H: -0.76060 0.09040 -1.65955
C: -3.80877 -2.09500 0.51110
O: -4.12251 -3.10882 0.02365
N: -3.00554 -2.02112 1.54627
N: -4.15646 -0.96147 0.03303
H: -3.12422 -1.17845 2.09025
H: -2.80002 -2.91794 1.96290
H: -4.00176 -0.13407 0.59121
H: -4.26254 -0.98550 -0.97110
C: 2.92792 1.07677 5.36312
O: 3.32751 1.32001 4.20050
N: 1.92289 0.34026 5.59064
N: 3.67652 1.26873 6.45279
H: 1.69194 0.28663 6.57242
H: 1.37279 -0.13963 4.89265
H: 3.34420 0.85745 7.31331
H: 4.42656 1.92201 6.27740
C: 0.13050 -4.60240 -1.37125
O: -0.41156 -5.67214 -1.79061
N: -0.46458 -3.77373 -0.62618
N: 1.43810 -4.32394 -1.52318
H: -1.47200 -3.82723 -0.67448
H: -0.00935 -2.88095 -0.50048
H: 1.72995 -4.73537 -2.39820
H: 1.88712 -3.49075 -1.17064
C: -3.20990 2.02129 -1.99108
O: -3.46102 1.76111 -0.80740
N: -3.65930 1.28074 -2.94065
N: -2.42230 2.99526 -2.44932
H: -4.35078 0.62998 -2.59647
H: -3.31889 1.48915 -3.86843
H: -2.01369 3.38149 -1.61029
H: -2.44893 3.41127 -3.36928
C: -3.59797 1.65018 2.85119
O: -3.17824 0.84046 2.04353
N: -2.97150 2.29190 3.79743
N: -4.81337 1.94946 2.93405
H: -1.96895 2.30013 3.67527
H: -3.46759 2.88922 4.44334
H: -5.18327 2.30472 3.80414
H: -5.40511 1.63955 2.17648
C: -2.33542 -1.98028 -3.69254
O: -1.11720 -1.92451 -3.73345
N: -2.78910 -2.10683 -2.48579
N: -3.17814 -1.74202 -4.67021
H: -2.10162 -2.09930 -1.74592
H: -3.75130 -1.83832 -2.33689
H: -2.70284 -1.63582 -5.55504
H: -4.07775 -2.19742 -4.72847
C: 0.14408 4.12747 2.59808
O: -0.68923 4.28626 3.47398
N: 0.85040 3.06542 2.60953
N: 0.36803 4.90704 1.60138
H: 1.70036 3.10361 2.06529
H: 0.64727 2.35315 3.29620
H: 1.31748 4.75370 1.29298
H: 0.00127 5.84688 1.64915
C: -0.29644 1.41555 -5.14372
O: -1.39740 1.80446 -4.95490
N: 0.59507 1.94562 -5.91873
N: 0.09971 0.21160 -4.74240
H: 1.33030 1.41776 -6.36696
H: 0.40184 2.89784 -6.19450
H: 1.06597 -0.08042 -4.70845
H: -0.64668 -0.42883 -4.51251
C: 1.32902 3.92897 -2.06061
O: 1.05859 4.01600 -3.22564
N: 0.51973 3.30260 -1.24198
N: 2.42185 4.46865 -1.59125
H: 0.77312 3.20406 -0.26926
H: -0.25597 2.84673 -1.70085
H: 2.65439 4.38136 -0.61226
H: 3.11117 4.91403 -2.17994

---

[3]
Formula: C4H7NO2
Source: the OMol25 dataset
Level of theory: ωB97M-V with the def2-TZVPD basis set

Calculated values
- molecular weight (g mol⁻¹) = 101.105
- highest occupied orbital energy (alpha / beta) (eV) = -9.763 / -9.535
- gap between HOMO and LUMO (alpha / beta) (eV) = 7.68 / 8.25
- multiplicity = 1

CARTESIAN COORDINATES (ANGSTROEM)
C: -0.41092 0.02342 1.69477
C: -0.40361 0.04261 0.19510
C: -1.49552 0.29115 -0.59456
O: 0.87063 1.66392 0.27764
C: 0.88320 -0.39189 -0.39145
O: 1.90941 -0.53596 0.30270
N: 1.32323 -0.43434 -1.66459
H: -1.45436 0.08146 2.01806
H: 0.02535 -0.90196 2.08321
H: 0.11544 0.80055 2.26038
H: -1.56490 0.18424 -1.66891
H: -2.47649 0.37016 -0.13207
H: 2.17045 -0.75743 -2.13548
H: 0.50808 -0.43596 -2.24479